{
  "formula": "C4H12",
  "method": "the ωB97M-V functional and the def2-TZVPD basis",
  "species": ["C", "C", "H", "H", "H", "H", "H", "H", "C", "C", "H", "H", "H", "H", "H", "H"],
  "xyz": [[0.276, -1.689, -0.892], [-0.684, -2.683, -0.276], [1.207, -2.355, -0.948], [0.028, -1.395, -1.892], [0.504, -0.881, -0.249], [-1.281, -2.294, 0.478], [-0.342, -3.792, -0.163], [-1.526, -2.954, -0.982], [-0.077, 1.607, 0.954], [0.501, 2.818, 0.246], [-1.188, 1.651, 0.996], [0.124, 0.667, 0.400], [0.272, 1.455, 1.977], [-0.274, 3.367, -0.291], [1.050, 3.481, 0.955], [1.336, 2.730, -0.466]],
  "lowdin_charge": [-0.16, -0.19, 0.09, 0.06, 0.00, 0.02, 0.10, 0.07, -0.17, -0.18, 0.07, 0.03, 0.06, 0.06, 0.07, 0.06],
  "total_charge": 0,
  "homo_ev": -11.1,
  "max_force_ev_per_a": 4.37,
  "smiles": "CC.CC",
  "multiplicity": 1
}